Record 1
117
Properties=species:S:1:pos:R:3:forces:R:3:lowdin_charge:R:1 method="wB97M-V/def2-TZVPD" e_tot_ev=-240481.512 orbital_gap_ev=4.45 charge=+1
Hf -26.0492 -4.5043 10.2519 0.4 0.6 -0.4 1.757
Se -25.8229 -0.4038 11.4159 -0.4 -0.2 -0.2 0.818
Se -26.0264 -2.3844 12.5487 -1.0 -0.5 -0.2 0.718
C -24.2444 -2.4762 13.2275 -0.7 -0.7 0.5 -0.675
C -24.1215 -3.2364 14.3789 -0.6 0.1 -0.4 -0.104
C -22.8549 -3.3045 14.9262 -0.2 -1.0 0.8 -0.037
C -21.8492 -2.5389 14.3534 0.3 0.7 0.0 -0.031
C -22.1193 -1.8619 13.1582 1.3 0.7 0.3 -0.102
N -23.3144 -1.8428 12.5942 0.3 0.3 -0.5 0.018
C -26.8944 -0.8809 9.8828 1.6 -3.8 1.3 -0.588
C -27.2050 0.2271 9.2049 -0.5 0.8 -0.8 -0.151
C -27.7490 0.0612 7.9717 0.0 -1.9 -1.0 -0.013
C -27.8736 -1.2304 7.4301 -0.3 0.3 -0.3 -0.007
C -27.5074 -2.3421 8.1690 0.1 -0.3 0.5 -0.120
N -27.0345 -2.1982 9.4286 0.0 1.6 0.3 -0.024
H -25.0518 -3.6769 14.7707 0.9 0.0 0.2 0.099
H -22.7233 -3.9972 15.7848 0.2 0.9 -0.5 0.136
H -20.9189 -2.3171 14.8880 -0.2 -0.6 -0.5 0.121
H -21.3565 -1.2365 12.6432 -0.5 -0.7 0.6 0.136
H -26.9451 1.1841 9.6048 -0.2 0.5 0.1 0.103
H -27.9761 0.8956 7.3900 -0.5 1.2 -1.0 0.106
H -28.2555 -1.3690 6.4252 0.1 0.1 0.1 0.117
H -27.5526 -3.4176 7.8002 -0.1 1.9 0.2 0.110
O -23.9152 -4.4660 10.8070 1.1 -1.0 0.3 -0.147
N -23.5590 -3.4337 10.0679 -0.5 -0.5 0.9 -0.477
O -22.4832 -3.0099 9.8583 0.0 -0.8 0.4 0.218
O -24.6171 -2.9378 9.6426 -1.1 1.8 -1.4 -0.183
S -18.7105 -6.7327 11.4268 -0.3 -0.4 0.3 0.519
C -20.1691 -7.2200 12.0795 0.7 0.8 -1.3 -1.133
S -21.6477 -7.4117 11.1272 0.5 -0.4 0.4 0.928
C -22.5967 -7.7473 12.6006 1.2 0.8 -0.4 -1.086
N -21.8454 -7.5616 13.6388 -0.6 -0.9 0.8 0.004
N -20.4877 -7.3835 13.3525 -1.4 -0.3 1.6 -0.164
C -19.6408 -7.4210 14.5574 0.1 0.4 -1.5 -0.212
C -18.9305 -8.5546 14.8731 0.5 -0.2 1.4 -0.002
C -18.1462 -8.5414 16.0526 0.0 0.2 -0.9 -0.060
C -18.0318 -7.3770 16.8125 0.2 -2.0 0.2 -0.089
C -18.7371 -6.2622 16.4281 0.6 1.7 2.2 -0.109
C -19.5159 -6.2672 15.3233 -1.8 0.7 -1.7 -0.039
S -24.2638 -8.1567 12.4637 0.0 0.1 0.9 0.572
H -18.9925 -9.4846 14.3400 -0.2 0.0 -0.5 0.116
H -17.5844 -9.4444 16.3062 -0.3 0.3 0.1 0.108
H -17.4692 -7.4726 17.7474 -0.1 0.5 -0.4 0.111
H -18.6800 -5.3736 17.1037 -0.1 -0.7 -0.9 0.122
H -20.1304 -5.3966 14.9925 0.7 -0.7 0.5 0.122
N -25.3319 -7.7203 15.8108 -0.7 0.7 -0.1 0.224
C -26.2359 -6.7668 15.9926 -1.5 1.6 2.8 -0.498
O -26.5648 -6.3045 17.1055 0.5 -0.8 -1.4 0.033
C -27.0260 -6.2449 14.8288 1.2 -0.6 -1.9 -0.096
C -28.3873 -6.4223 14.7610 -1.1 0.3 -0.1 0.046
C -29.0519 -6.1269 13.5580 0.3 -0.2 0.6 -0.010
C -28.3294 -5.6747 12.4854 -2.2 0.7 -1.6 -0.199
N -27.0399 -5.4530 12.5392 1.6 0.2 -0.9 -0.040
C -26.3873 -5.7899 13.6619 -0.9 -0.1 0.3 -0.110
H -25.0253 -8.2035 16.6293 0.5 -0.2 0.1 0.129
H -25.0924 -7.9386 14.8712 0.7 -0.9 -0.8 -0.001
H -28.9308 -6.7724 15.6374 0.1 0.0 -0.2 0.141
H -30.1033 -6.2465 13.3936 -0.4 -0.2 0.4 0.112
H -28.8800 -5.4245 11.4952 1.1 -0.7 2.1 0.116
H -25.3353 -5.7503 13.6132 1.1 0.2 0.0 0.072
C -24.3257 -2.6905 1.7144 -0.6 -0.5 2.0 -0.026
C -23.9099 -4.1546 2.1483 -0.2 0.6 0.4 -0.537
C -24.3133 -5.1076 1.0503 0.0 -1.0 0.5 -0.077
C -22.3885 -4.2525 2.3606 -0.5 -1.0 2.3 -0.050
C -24.6347 -4.5262 3.4658 1.2 0.1 0.5 -0.141
C -25.6995 -5.4178 3.4677 1.0 1.1 -1.6 -0.047
C -26.4036 -5.7451 4.5486 -1.4 -1.0 1.8 0.006
C -26.0133 -5.2442 5.7615 -0.6 -1.4 0.2 -0.206
O -26.4969 -5.5662 7.0331 0.6 1.6 -0.3 0.095
B -25.6327 -4.7736 7.8657 -1.1 -1.5 1.3 -0.552
O -24.5666 -4.3160 7.1766 0.3 1.1 -0.8 0.163
C -24.8789 -4.5171 5.8304 1.9 1.0 0.1 -0.161
C -24.1388 -4.1049 4.7197 -1.1 0.2 -0.9 0.096
H -23.9272 -2.3850 0.7738 0.6 0.1 -0.6 0.069
H -24.0770 -1.9492 2.5123 0.2 -0.5 -0.6 0.090
H -25.4205 -2.6248 1.6343 0.2 -0.2 -0.1 0.084
H -23.7699 -4.8687 0.1657 0.2 0.3 -0.9 0.077
H -25.3904 -5.0452 0.8660 0.3 -0.2 -0.2 0.086
H -23.9887 -6.1441 1.3107 -0.6 0.6 -0.1 0.112
H -21.8657 -4.0684 1.4822 0.9 0.4 -1.8 0.055
H -22.0124 -5.2680 2.7662 -0.9 1.5 -0.5 0.129
H -22.1091 -3.4655 3.0648 0.3 -0.2 0.0 0.070
H -25.9966 -5.8377 2.5550 -0.4 -0.5 -1.1 0.090
H -27.1914 -6.4609 4.4578 -0.5 -0.3 0.1 0.125
H -23.3266 -3.3825 4.7149 0.0 -0.4 0.6 0.126
C -24.5285 -8.2905 8.3714 0.4 -0.2 0.9 -0.029
C -24.5689 -7.1642 9.3909 -0.1 0.1 -1.7 -0.261
O -25.9306 -6.7491 9.8628 0.9 1.4 -0.3 -0.338
C -26.7719 -7.7891 10.3381 -2.3 -0.2 0.8 -0.254
C -27.9087 -8.1280 9.3468 0.1 0.5 0.1 -0.023
H -23.4697 -8.5660 8.2667 -0.1 0.5 -0.2 0.102
H -24.9685 -8.1253 7.4068 -0.3 0.2 -0.4 0.077
H -24.8921 -9.1876 8.8545 -0.6 -0.3 -0.1 0.081
H -24.0722 -6.2553 8.9817 -0.5 -0.6 0.5 0.107
H -24.0708 -7.5587 10.2381 0.3 0.2 1.0 -0.046
H -27.3199 -7.4227 11.2575 1.1 -0.5 -0.9 0.107
H -26.1554 -8.6355 10.6088 0.0 -0.2 0.0 0.078
H -28.5564 -7.2548 9.1365 0.8 -0.3 -0.1 0.049
H -28.6307 -8.8141 9.7564 0.0 -0.6 0.7 0.079
H -27.5618 -8.6149 8.4449 0.2 0.3 -0.4 0.082
C -29.7172 -5.3930 7.8854 -0.7 1.0 0.4 0.027
C -29.3183 -4.6302 9.1617 -2.7 -0.5 -1.1 -0.343
O -28.1557 -4.6698 9.5076 2.1 -0.4 1.3 -0.138
C -30.3383 -3.9484 9.9710 1.7 0.5 1.2 -0.154
C -31.6469 -4.0006 9.6242 -1.1 -0.6 -0.6 -0.005
C -32.6179 -3.3831 10.3850 1.2 -0.4 -0.1 -0.050
C -32.2809 -2.6817 11.4789 1.0 1.9 2.0 -0.035
C -30.9248 -2.5245 11.8371 0.1 -0.2 -0.2 -0.032
C -29.9657 -3.2094 11.1428 0.7 -0.1 -1.6 -0.018
H -30.0653 -4.7151 7.0569 0.5 -0.5 0.8 0.130
H -30.5455 -6.0975 8.0701 0.3 0.3 0.1 0.107
H -28.8383 -5.9408 7.6417 0.6 -0.3 -0.8 0.050
H -31.9618 -4.5746 8.7742 -0.1 -0.1 -0.4 0.118
H -33.6052 -3.4384 10.1362 -2.5 -0.3 -0.9 0.093
H -33.0042 -2.1214 12.0878 0.1 -0.5 -0.5 0.132
H -30.6086 -1.8269 12.5909 -0.2 0.0 0.5 0.115
H -28.8815 -3.0997 11.3073 -0.7 0.1 0.3 0.088

Record 2
114
Properties=species:S:1:pos:R:3:forces:R:3:lowdin_charge:R:1 method="wB97M-V/def2-TZVPD" e_tot_ev=-165373.746 e_above_lowest_kcal_mol=0.0 orbital_gap_ev=6.04 charge=-2
K 1.7459 0.9136 -0.3561 -0.5 0.3 0.0 0.714
S -1.1170 2.4502 2.4185 -0.1 0.0 -0.3 0.235
P -1.7811 2.3312 0.5044 0.2 -0.2 0.3 0.378
C -0.9554 1.2631 -0.5110 -0.6 0.6 -0.3 -0.624
P -1.4204 1.0853 -2.1165 0.0 -0.3 -0.1 0.399
S -1.1636 -0.7490 -2.9565 0.0 0.2 0.2 0.265
C -3.1736 1.5531 -2.4848 0.1 0.1 -0.1 -0.334
C -3.5599 2.8740 -2.7010 0.0 0.1 0.0 -0.110
C -4.8916 3.2040 -2.9160 0.0 -0.1 0.0 -0.101
C -5.8630 2.2139 -2.8934 0.0 0.0 0.0 -0.118
C -5.4918 0.8975 -2.6511 0.0 0.0 0.0 -0.096
C -4.1589 0.5703 -2.4555 0.0 0.0 0.0 -0.106
C -0.5016 2.1569 -3.3409 0.0 0.0 0.0 -0.332
C 0.8108 2.5526 -3.0849 -0.1 0.0 0.0 -0.111
C 1.5161 3.3555 -3.9687 0.0 -0.1 -0.1 -0.080
C 0.9266 3.7616 -5.1572 0.0 0.0 0.0 -0.111
C -0.3600 3.3324 -5.4563 0.0 0.0 0.0 -0.099
C -1.0581 2.5340 -4.5619 -0.1 0.0 0.0 -0.100
C -1.8525 4.1122 0.0230 -0.1 0.1 0.2 -0.339
C -1.0237 4.5949 -0.9769 0.0 0.0 -0.1 -0.086
C -0.9854 5.9491 -1.2919 0.0 0.0 0.0 -0.084
C -1.7804 6.8443 -0.5962 0.0 0.0 0.0 -0.113
C -2.5908 6.3796 0.4363 0.0 0.0 0.0 -0.101
C -2.6115 5.0320 0.7525 0.0 0.0 0.0 -0.127
C -3.5571 1.8230 0.6468 0.0 0.1 0.1 -0.319
C -4.6739 2.6076 0.3884 0.0 0.0 0.0 -0.103
C -5.9597 2.0964 0.5398 0.0 0.0 0.0 -0.109
C -6.1485 0.7869 0.9479 0.0 0.0 0.0 -0.116
C -5.0379 -0.0163 1.1886 0.0 0.0 0.0 -0.089
C -3.7639 0.4977 1.0368 0.1 0.0 0.0 -0.101
H -2.8177 3.6629 -2.7062 0.0 0.0 0.0 0.096
H -5.1656 4.2384 -3.0891 0.0 0.0 0.0 0.096
H -6.9056 2.4671 -3.0491 0.0 0.0 0.0 0.090
H -6.2448 0.1191 -2.6110 0.0 0.0 0.0 0.098
H -3.8631 -0.4579 -2.2832 0.0 0.0 0.0 0.076
H 1.2975 2.2544 -2.1696 -0.1 0.3 -0.1 0.043
H 2.5276 3.6555 -3.7243 0.0 0.0 0.0 0.104
H 1.4670 4.3985 -5.8478 0.0 0.0 0.0 0.088
H -0.8259 3.6236 -6.3910 0.0 0.0 0.0 0.091
H -2.0548 2.1995 -4.8204 0.0 0.0 0.0 0.103
H -0.3862 3.9026 -1.5043 0.0 0.0 0.0 0.074
H -0.3242 6.2947 -2.0780 0.0 0.0 0.0 0.098
H -1.7554 7.9013 -0.8358 0.0 0.0 0.0 0.087
H -3.1928 7.0759 1.0093 0.0 0.0 0.0 0.091
H -3.1973 4.6846 1.5943 0.0 0.0 0.0 0.094
H -4.5568 3.6221 0.0328 0.0 0.0 0.0 0.087
H -6.8131 2.7264 0.3151 0.0 0.0 0.0 0.095
H -7.1498 0.3862 1.0569 0.0 0.0 0.0 0.087
H -5.1606 -1.0534 1.4792 0.0 0.0 0.0 0.095
H -2.9080 -0.1482 1.1955 0.0 0.0 0.0 0.073
C 0.2737 -0.0486 4.6274 0.1 0.0 0.0 -0.041
C -0.5295 -1.1105 3.9849 -0.1 -0.1 0.2 -0.325
N -1.2109 -2.0281 4.6122 0.0 0.1 0.0 0.105
N -1.7156 -2.7940 3.6072 0.0 -0.1 0.0 -0.001
C -1.3512 -2.3972 2.3798 0.0 -0.1 -0.1 -0.770
S -1.8023 -3.1585 0.9292 0.0 0.2 0.2 0.550
N -0.6039 -1.2987 2.6281 -0.1 0.1 -0.2 -0.058
N 0.0682 -0.5419 1.6714 0.4 -0.3 0.0 0.053
H 0.1433 -0.1335 5.7039 0.0 0.0 0.0 0.082
H -0.0504 0.9344 4.2826 0.0 0.0 0.0 -0.010
H 1.3295 -0.1881 4.3727 0.0 0.0 0.0 0.052
H -2.2984 -3.5882 3.7926 0.0 0.0 0.0 0.133
H 0.5042 0.2262 2.1780 -0.2 0.1 0.0 0.036
H -0.5763 -0.1033 0.9798 -0.1 0.0 0.2 -0.012
O 2.6193 -1.1637 -0.7992 0.5 -1.3 -0.2 -0.651
O 2.0302 -1.5427 -2.1383 0.0 -0.1 0.1 -0.576
C 4.8080 -2.5417 4.5106 0.0 -0.1 0.0 -0.067
C 4.6409 -1.4857 3.4220 -0.1 0.0 -0.1 -0.625
C 5.1209 -0.1409 3.9568 -0.1 0.0 0.1 -0.060
C 5.4513 -1.8657 2.1782 0.1 0.0 0.0 -0.043
N 3.1894 -1.3385 3.1120 0.6 0.1 -0.1 -0.058
N 2.6056 -2.4673 2.4651 -0.3 -0.1 0.0 0.036
H 5.8443 -2.5650 4.8549 0.0 0.0 0.0 0.074
H 4.5626 -3.5448 4.1508 0.0 0.0 0.0 0.065
H 4.1612 -2.3089 5.3592 0.0 0.0 0.0 0.079
H 6.1750 -0.2078 4.2406 0.0 0.0 0.0 0.077
H 4.5414 0.1461 4.8370 0.0 0.0 0.0 0.072
H 4.9974 0.6430 3.2126 0.0 0.0 -0.1 0.057
H 6.5211 -1.8314 2.4006 0.0 0.0 0.0 0.077
H 5.2479 -1.1613 1.3678 0.0 0.0 0.0 0.090
H 5.2162 -2.8727 1.8249 0.0 0.0 0.0 0.065
H 3.1325 -0.5770 2.4341 -0.2 0.1 0.2 0.076
H 2.6929 -3.2664 3.0784 -0.1 0.0 0.0 0.064
H 3.0611 -2.6947 1.5831 0.1 0.0 0.0 0.044
Cl 4.5469 4.3429 2.7304 -0.1 -0.1 0.0 0.526
C 2.9938 3.4534 2.5117 0.0 0.2 0.2 -0.969
Cl 2.5596 2.6370 4.0257 0.1 0.0 -0.1 0.587
C 3.1265 2.5082 1.2922 0.3 0.1 0.2 -0.857
O 2.7162 3.0191 0.2349 0.5 0.7 0.2 -0.126
O 3.5925 1.3646 1.4774 -0.1 0.2 0.1 -0.111
H 2.2328 4.1986 2.3160 0.0 0.0 0.0 0.054
Te 0.6716 -2.2377 -0.9623 0.3 -0.5 -0.6 1.678
C -0.0355 -3.6485 -2.4595 0.2 0.1 0.1 -0.430
C -0.9642 -4.6442 -2.1933 -0.1 0.0 0.1 -0.136
C -1.2845 -5.5877 -3.1619 0.0 0.0 0.0 -0.102
C -0.6726 -5.5488 -4.4062 0.0 0.0 0.0 -0.114
C 0.2579 -4.5533 -4.6747 0.0 0.0 0.0 -0.095
C 0.5775 -3.6104 -3.7077 0.0 0.0 -0.1 -0.140
C 1.9373 -3.8967 -0.3757 -0.2 0.1 0.0 -0.368
C 1.4634 -4.9021 0.4547 0.0 0.0 0.0 -0.138
C 2.2826 -5.9749 0.7877 0.0 0.0 0.0 -0.103
C 3.5737 -6.0481 0.2845 0.0 0.0 0.0 -0.114
C 4.0407 -5.0419 -0.5524 0.1 0.0 0.0 -0.095
C 3.2296 -3.9641 -0.8822 0.0 -0.1 0.0 -0.112
H -1.4552 -4.6997 -1.2289 0.0 0.0 0.0 0.039
H -2.0163 -6.3552 -2.9374 0.0 0.0 0.0 0.093
H -0.9193 -6.2860 -5.1610 0.0 0.0 0.0 0.088
H 0.7388 -4.5040 -5.6448 0.0 0.0 0.0 0.094
H 1.2981 -2.8359 -3.9361 0.0 0.0 0.0 0.093
H 0.4567 -4.8454 0.8545 0.0 0.0 0.0 0.055
H 1.9068 -6.7518 1.4437 0.0 0.0 0.0 0.093
H 4.2141 -6.8828 0.5442 0.0 0.0 0.0 0.088
H 5.0506 -5.0872 -0.9442 0.0 0.0 0.0 0.095
H 3.5914 -3.1614 -1.5099 0.0 0.0 0.0 0.093